(1)
17
Properties=species:S:1:pos:R:3 method="wB97M-V/def2-TZVPD" lumo_energy_ev=1.05 total_charge=0
C -0.840 0.519 -1.369
C -0.356 -0.630 -0.887
C -0.816 1.119 0.476
C -0.857 2.278 1.091
C -0.269 -0.272 0.517
C 0.236 -1.871 -1.500
C 1.173 -0.111 1.089
H -1.205 1.070 -2.232
H -0.976 2.274 2.169
H -1.045 3.241 0.584
H -0.845 -0.944 1.229
H -0.416 -2.517 -2.132
H 0.532 -2.630 -0.727
H 1.077 -1.391 -2.044
H 1.636 -1.003 1.646
H 1.178 0.819 1.839
H 1.792 0.048 0.251

---

(2)
17
Properties=species:S:1:pos:R:3 method="wB97M-V/def2-TZVPD" lumo_energy_ev=1.20 total_charge=0
C -1.622 -0.475 0.202
C -0.731 -0.504 -1.011
C 0.075 0.749 -1.219
C 0.490 1.014 0.224
C 1.649 0.023 0.462
C 0.527 -0.997 0.541
C -0.468 0.037 1.037
H -2.602 0.014 0.190
H -1.785 -1.532 0.472
H -1.230 -0.833 -1.947
H -0.402 1.599 -1.721
H 0.944 0.476 -1.839
H 0.580 2.058 0.516
H 2.382 -0.126 -0.339
H 2.201 0.239 1.391
H 0.633 -2.011 0.953
H -0.642 0.269 2.088

---

(3)
17
Properties=species:S:1:pos:R:3 method="wB97M-V/def2-TZVPD" lumo_energy_ev=1.09 total_charge=0 smiles="C=C/C=C(/C)C=C"
C 0.452 -1.380 0.263
C 0.236 -2.125 -0.811
C -0.103 0.967 -0.297
C 0.754 0.077 0.209
C 2.124 0.401 0.742
C -2.540 1.425 -0.029
C -1.542 0.703 -0.516
H 0.488 -1.855 1.239
H 0.312 -1.678 -1.794
H -0.011 -3.184 -0.789
H 0.169 2.024 -0.233
H 2.535 1.353 0.398
H 2.035 0.389 1.831
H 2.863 -0.355 0.473
H -2.423 2.296 0.605
H -3.564 1.142 -0.227
H -1.785 -0.199 -1.063